C20H59BN25O21 | ωB97M-V/def2-TZVPD

Structure (XYZ):
```
126
Properties=species:S:1:pos:R:3:forces:R:3
O 19.921630 20.904340 28.005200 2.3 1.0 0.4
C 21.055410 21.380580 28.040200 -3.0 -1.2 -0.3
O 21.463000 22.402680 27.336640 1.0 1.0 -0.7
B 22.916270 22.549210 27.494180 0.6 0.0 0.1
O 23.282060 21.561900 28.537820 0.9 0.5 0.0
C 22.248700 20.834620 28.830580 -1.4 -0.3 -1.2
O 22.143520 19.816430 29.439030 0.4 -0.2 0.6
O 23.312210 23.940750 27.906100 0.3 -0.1 -1.0
C 24.208020 24.444570 27.056660 0.4 0.9 0.7
O 24.728670 25.555490 27.130320 -1.0 -2.0 -0.3
C 24.546780 23.343210 26.005890 1.8 0.0 -1.5
O 23.760090 22.272320 26.237570 0.6 1.9 0.3
O 25.454260 23.504630 25.163470 -3.0 -0.8 2.8
C 17.312080 21.488010 25.358970 1.2 -0.5 0.7
C 18.418220 20.710070 24.523290 -1.2 -0.1 1.3
C 18.734630 19.270900 24.925530 0.4 0.6 -0.7
O 19.710350 18.769020 23.986810 0.4 0.2 1.6
C 20.519120 17.770080 24.610090 -0.9 -0.3 0.0
N 17.835790 20.699390 23.203450 -0.2 0.6 -0.7
H 17.474960 21.464530 26.436470 0.1 0.1 0.1
H 16.291940 21.148690 25.179320 0.0 -0.5 -0.1
H 17.305510 22.522600 25.015940 0.3 0.1 0.1
H 19.368300 21.236030 24.617210 -0.4 0.0 -0.4
H 17.855630 18.628310 24.875230 -0.3 -0.1 0.2
H 19.103220 19.328750 25.949690 0.3 -0.4 0.2
H 20.989770 18.010750 25.563330 0.0 0.7 0.0
H 21.333730 17.415350 23.978690 -0.4 0.2 -0.4
H 19.821600 16.969020 24.854790 0.3 -0.7 0.0
H 17.566940 21.670880 23.140040 0.4 0.7 -1.1
H 16.907050 20.379560 23.438490 -0.5 -1.0 -0.5
C 23.790980 26.215540 22.791160 1.7 0.2 -1.0
O 24.450750 26.243760 21.752380 0.0 -0.5 0.1
N 22.504710 25.972460 22.890010 -2.1 -0.2 -1.2
N 24.255280 26.429950 24.016160 1.3 0.5 1.7
H 22.036880 25.806140 22.010480 -0.7 0.1 0.7
H 22.165930 26.133400 23.827790 -1.2 -0.6 -0.9
H 25.242160 26.357600 24.218450 0.2 0.6 0.2
H 23.561140 26.666230 24.710740 0.8 -0.3 0.1
C 27.875800 26.784690 25.108650 -2.7 2.1 -2.4
O 26.933390 27.187800 24.416700 0.1 0.3 0.3
N 29.049460 27.385590 25.145460 3.8 1.6 0.1
N 27.793250 25.751050 25.866180 0.3 -3.5 2.6
H 29.247990 28.360520 24.971720 -0.7 -0.4 -0.5
H 29.854940 26.891760 25.502460 -0.3 0.1 0.1
H 26.934850 25.239350 26.012520 0.0 0.0 -0.4
H 28.617160 25.515510 26.400780 -0.6 -0.3 0.2
C 23.053740 17.894150 32.228910 -0.7 -2.1 -2.2
O 23.397110 17.404110 33.234300 1.6 -2.0 5.0
N 23.159890 19.103790 31.864780 0.5 6.9 -0.9
N 22.592220 17.188480 31.193020 -1.1 -2.6 -1.8
H 22.757100 19.361410 30.975120 0.5 0.2 0.3
H 23.501770 19.863030 32.436410 -0.1 -0.6 0.2
H 22.479200 16.193750 31.326630 -0.2 0.4 0.0
H 22.072660 17.619730 30.441900 0.1 -0.3 0.0
C 19.772570 25.813270 29.179400 -2.7 -3.9 2.4
O 18.966170 25.097580 29.785180 -1.1 0.4 0.3
N 20.977680 25.390480 29.039550 4.7 -1.1 -0.5
N 19.527020 26.927400 28.609950 -1.4 4.8 -2.1
H 21.584090 25.854240 28.378250 0.3 -0.4 0.3
H 21.279900 24.594780 29.583260 0.0 0.3 -0.4
H 18.580900 27.246600 28.458130 0.4 -0.1 0.2
H 20.305060 27.488880 28.294520 -0.4 0.1 -0.4
C 21.841080 16.366380 27.804490 -0.2 1.9 -1.7
O 22.608440 16.404860 26.870560 1.2 0.6 -1.2
N 21.090130 17.386670 28.256760 0.4 2.4 -0.6
N 21.590820 15.308430 28.465770 -0.6 -4.5 2.4
H 21.368740 18.219540 27.757960 -0.9 0.2 0.3
H 20.159570 17.243480 28.622340 0.2 0.1 0.0
H 22.044120 14.468400 28.135640 -0.3 0.0 0.6
H 21.026500 15.446160 29.292010 0.1 -0.9 0.1
C 26.460750 22.348390 21.745030 0.2 -0.6 1.8
O 26.787200 21.323490 22.293730 0.5 -1.8 0.8
N 25.957920 23.391420 22.339520 -1.4 2.4 3.1
N 26.606880 22.603750 20.492540 0.9 -0.1 -5.3
H 25.729200 24.249110 21.857710 -0.1 0.0 0.4
H 25.911970 23.339400 23.347140 -0.2 0.3 -0.3
H 26.189600 23.455970 20.146570 0.3 -0.6 -0.5
H 26.872560 21.827300 19.903780 -0.2 0.5 -0.2
C 19.778010 24.843920 24.458580 -0.6 -2.4 -0.2
O 19.619430 23.727460 23.991790 -0.4 -0.1 -0.1
N 19.126420 25.895940 24.014840 -1.9 2.9 -1.8
N 20.520200 25.159760 25.503000 1.8 0.5 1.5
H 19.206090 26.791040 24.475860 -0.2 -0.3 -0.1
H 18.396350 25.793300 23.324500 0.4 -0.1 0.1
H 20.698840 26.150620 25.582840 0.4 -0.2 1.0
H 21.042520 24.469350 26.023210 -0.2 0.1 -0.1
C 22.376310 28.720810 26.260830 -1.7 -3.4 0.1
O 21.474250 27.876990 26.499460 0.9 0.6 0.3
N 23.664900 28.551270 26.308940 3.6 -2.2 1.2
N 22.186470 29.868140 25.735150 -2.4 5.6 -2.0
H 24.270070 29.331850 26.097860 0.1 -0.7 0.1
H 24.061840 27.622790 26.330640 0.2 0.2 0.5
H 22.988270 30.348810 25.352830 -0.7 0.2 0.0
H 21.280620 30.306220 25.647790 0.2 -0.3 0.1
C 21.755870 21.041140 23.250950 -3.0 0.3 -2.3
O 20.804540 20.758890 22.527820 0.4 -0.1 -0.3
N 21.627970 21.926900 24.222580 -0.2 1.3 2.4
N 22.973680 20.616000 23.081590 3.6 -1.4 -0.1
H 22.438910 22.342230 24.658450 -0.5 -0.2 -0.2
H 20.726940 22.380010 24.276780 0.3 0.4 0.0
H 23.640270 20.917100 23.778070 0.4 -0.5 -0.5
H 23.252800 20.049450 22.293410 -0.2 0.2 0.4
C 27.427680 23.752890 30.774120 -0.6 0.4 -0.8
O 26.854400 24.487520 31.525900 -0.6 1.2 1.5
N 28.438560 22.959090 31.083680 1.9 -1.3 1.2
N 27.132390 23.682940 29.472510 -0.8 0.0 -2.6
H 28.845680 23.097060 31.997640 0.0 -0.5 -0.3
H 28.810170 22.325780 30.390200 0.2 0.2 0.6
H 26.419030 24.284650 29.086310 0.1 -0.2 0.3
H 27.530580 22.967100 28.881640 -0.2 0.3 0.0
C 16.725540 21.804660 30.323510 1.4 1.0 -2.4
O 16.984520 20.712060 30.697600 0.1 -4.0 2.7
N 17.213980 22.276650 29.212180 0.5 1.2 -2.8
N 16.008310 22.720960 30.897520 -3.2 1.5 3.8
H 17.958700 21.806660 28.717610 -0.2 0.3 -0.3
H 16.803620 23.181140 29.028860 1.4 -0.1 -1.2
H 15.745850 22.490620 31.845230 -0.4 0.5 -0.2
H 15.787100 23.620150 30.494270 0.3 -0.3 0.5
C 18.732120 17.629990 30.751800 -0.6 1.6 -1.1
O 19.480230 16.712490 30.554950 1.3 -3.0 0.3
N 18.970710 18.822820 30.238350 1.3 1.7 -0.6
N 17.527220 17.608340 31.320100 -1.1 -1.3 1.2
H 18.296810 19.558970 30.393400 0.4 0.5 -0.4
H 19.900710 18.977380 29.875990 -0.3 0.4 0.0
H 17.199050 16.692170 31.590380 -0.4 0.6 0.2
H 17.050340 18.493380 31.416880 -0.4 -0.5 0.2
```
Forces are in eV/Å.

Net charge ... -1
Maximum force ... 7.0 eV/Å
DFT total energy ... -3771.922956 hartree

Results of the Löwdin charge analysis, in e, for atoms 1 through 5: number 1, O, carries 0.126; number 2, C, carries -0.332; number 3, O, carries 0.226; number 4, B, carries -0.791; number 5, O, carries 0.268